(1)
A 2-piece molecular cluster, C2H4IN2 overall at a distorted geometry. Source: the OMol25 dataset; level of theory: the ωB97M-V functional and the def2-TZVPD basis.

Cartesian coordinates (Å):
C: -0.9038 0.9895 0.3002
C: 0.6935 -0.6364 1.1472
N: 0.0243 0.3533 0.8904
N: 1.4540 -1.4909 1.2941
I: -0.6446 0.8724 -2.6801
H: -2.0276 0.5474 0.2601
H: -0.8350 2.0544 0.2541
H: 0.5983 -0.2340 -2.8777
H: 1.6410 -2.4557 1.4116

Summary:
Energy above the lowest of the compared OMol25 structures with the same formula, charge and spin   1.8588 eV
Orbital gap   0.303 Eh
Maximum force   3.86 eV Å⁻¹
Net charge   +1
Highest occupied orbital energy   -14.27 eV

The computed Mulliken charges, all in e, follow:
1 C -0.4865
2 C 0.3275
3 N -0.1294
4 N -0.0884
5 I 0.0868
6 H 0.3668
7 H 0.4462
8 H 0.1542
9 H 0.3229

(2)
A 2-piece molecular cluster, C2H4IN2O overall at a distorted geometry. Source: the OMol25 dataset; level of theory: the ωB97M-V functional and the def2-TZVPD basis.

Cartesian coordinates (Å):
C: -1.8453 0.1183 -0.2797
C: 0.5213 -0.3927 0.3805
N: -0.8054 -0.1570 0.2258
N: 1.3357 0.5402 -0.0006
O: -4.1498 -0.1185 -1.4683
I: -4.9430 0.0095 0.3358
H: -3.7884 0.8506 -1.7620
H: 0.9241 -1.3388 0.7950
H: 2.3324 0.3776 0.0306
H: 1.0320 1.4539 -0.2515

Summary:
Energy above the lowest of the compared OMol25 structures with the same formula, charge and spin   2.3285 eV
Orbital gap   0.207 Eh
Maximum force   3.94 eV Å⁻¹
Net charge   +1
Highest occupied orbital energy   -12.17 eV

The computed Mulliken charges, all in e, follow:
1 C -0.0716
2 C 0.2289
3 N 0.0439
4 N -0.2037
5 O -0.6340
6 I 0.3294
7 H 0.3950
8 H 0.3567
9 H 0.2828
10 H 0.2727

(3)
A 2-piece molecular cluster, C2H4INS overall at a distorted geometry. Source: the OMol25 dataset; level of theory: the ωB97M-V functional and the def2-TZVPD basis.

Cartesian coordinates (Å):
C: -0.5371 1.3449 1.0605
S: -0.4729 -0.1043 -0.0436
C: 0.0959 -1.2494 1.0113
N: 0.4485 -2.1060 1.7174
H: -0.2271 0.8323 1.9437
H: -1.5112 1.6816 1.2596
H: 0.1915 2.0293 0.5792
I: 2.0381 -4.4470 -0.1548
H: 1.6111 -4.2606 1.4674

Summary:
Energy above the lowest of the compared OMol25 structures with the same formula, charge and spin   0.7010 eV
Orbital gap   0.363 Eh
SMILES   CSC#N.I
Maximum force   2.24 eV Å⁻¹
Net charge   0
Highest occupied orbital energy   -9.50 eV

The computed Mulliken charges, all in e, follow:
1 C -0.7473
2 S -0.0889
3 C 0.4015
4 N -0.4164
5 H 0.2568
6 H 0.3247
7 H 0.2778
8 I -0.1536
9 H 0.1455

(4)
C2H4IrLiO as an isolated structure at a distorted geometry. Source: the OMol25 dataset; level of theory: the ωB97M-V functional and the def2-TZVPD basis.

Cartesian coordinates (Å):
C: 0.1459 0.2795 0.0142
H: 0.5605 1.1025 -0.5790
C: -0.2250 0.6108 1.3008
H: 0.3928 1.2976 1.8782
H: -1.2661 0.4668 1.6264
O: -0.3220 -0.8307 -0.6027
Li: 0.0246 -1.3616 -2.3503
Ir: -0.4309 -1.7227 1.0073
H: 1.1202 0.1579 -2.2949

Summary:
Orbital gap (alpha / beta)   0.285 / 0.303 Eh
<S²>   6.009
Maximum force   5.22 eV Å⁻¹
Multiplicity   5
Net charge   +2
Highest occupied orbital energy (alpha / beta)   -18.53 / -20.06 eV

The computed Mulliken charges, all in e, follow:
1 C 0.4501
2 H 0.2747
3 C -1.0634
4 H 0.2882
5 H 0.4206
6 O -0.5409
7 Li 0.8910
8 Ir 1.2787
9 H 0.0010

(5)
C2H4LiO2Yb as an isolated structure at a distorted geometry. Source: the OMol25 dataset; level of theory: the ωB97M-V functional and the def2-TZVPD basis.

Cartesian coordinates (Å):
O: 1.0596 -1.0964 0.3898
C: 0.2672 -2.2126 0.3659
C: -1.1707 -1.8492 0.1763
O: -1.5122 -0.6755 0.0538
H: 0.3100 -2.8160 1.2979
H: 0.5143 -2.9275 -0.4474
H: -1.9222 -2.6523 0.0926
Yb: 0.1141 0.8857 0.1583
Li: 2.6368 -0.2221 0.4057
H: 1.6313 1.8058 1.0240

Summary:
Energy above the lowest of the compared OMol25 structures with the same formula, charge and spin   0.0895 eV
Orbital gap (alpha / beta)   0.346 / 0.290 Eh
<S²>   0.751
Maximum force   3.28 eV Å⁻¹
Multiplicity   2
Net charge   +2
Highest occupied orbital energy (alpha / beta)   -19.41 / -19.40 eV

The computed Mulliken charges, all in e, follow:
1 O -0.4612
2 C -0.3417
3 C 0.2337
4 O -0.3862
5 H 0.3719
6 H 0.3717
7 H 0.4085
8 Yb 1.2638
9 Li 0.7775
10 H -0.2381

(6)
An isolated ion of composition C2H4N and charge +1 at a distorted geometry. Source: the OMol25 dataset; level of theory: the ωB97M-V functional and the def2-TZVPD basis.

Cartesian coordinates (Å):
C: -1.3511 -0.0236 -0.0128
N: -0.2325 0.1081 -0.5355
C: 1.4177 0.0049 0.1176
H: -2.1417 0.1687 -0.7201
H: -1.4178 -0.2926 1.0283
H: 1.8852 -1.0100 0.0162
H: 1.8403 1.0446 0.1064

Summary:
Energy above the lowest of the compared OMol25 structures with the same formula, charge and spin   3.4952 eV
Orbital gap (alpha / beta)   0.310 / 0.361 Eh
SMILES   C=[N+]=C
Maximum force   6.74 eV Å⁻¹
Net charge   +1
Highest occupied orbital energy (alpha / beta)   -16.85 / -17.35 eV

The computed Mulliken charges, all in e, follow:
1 C -0.0698
2 N -0.0979
3 C -0.0792
4 H 0.3027
5 H 0.2880
6 H 0.3299
7 H 0.3262

(7)
An isolated ion of composition C2H4N and charge +1 at a distorted geometry. Source: the OMol25 dataset; level of theory: the ωB97M-V functional and the def2-TZVPD basis.

Cartesian coordinates (Å):
C: -1.3837 0.0195 0.0167
N: -0.1904 0.2400 0.2155
C: 1.5725 -0.0296 -0.0694
H: -2.0631 0.3512 0.8364
H: -1.7526 -0.5248 -0.8403
H: 2.0883 1.0198 -0.3641
H: 1.9242 -0.7869 0.5173

Summary:
Energy above the lowest of the compared OMol25 structures with the same formula, charge and spin   3.9140 eV
Orbital gap (alpha / beta)   0.377 / 0.334 Eh
SMILES   C=[N+]=C
Maximum force   7.83 eV Å⁻¹
Net charge   +1
Highest occupied orbital energy (alpha / beta)   -17.16 / -16.80 eV

The computed Mulliken charges, all in e, follow:
1 C -0.0827
2 N -0.0634
3 C -0.1319
4 H 0.2830
5 H 0.3075
6 H 0.3276
7 H 0.3598

(8)
C2H4N2 as an isolated structure at a distorted geometry. Source: the OMol25 dataset; level of theory: the ωB97M-V functional and the def2-TZVPD basis.

Cartesian coordinates (Å):
C: -0.4437 0.5197 0.0451
C: 0.4342 -0.4893 -0.5114
N: 1.5940 -0.1954 0.2842
N: 0.8328 0.9216 -0.4484
H: -1.4320 0.9244 -0.4013
H: -0.5007 0.4078 1.2081
H: 0.5005 -0.9160 -1.8077
H: 1.6332 -0.1284 1.2804

Summary:
Energy above the lowest of the compared OMol25 structures with the same formula, charge and spin   5.0544 eV
Orbital gap   0.412 Eh
Maximum force   4.85 eV Å⁻¹
Net charge   0
Highest occupied orbital energy   -10.05 eV

The computed Mulliken charges, all in e, follow:
1 C -0.1949
2 C 0.0395
3 N -0.3625
4 N -0.3412
5 H 0.2420
6 H 0.1448
7 H 0.2333
8 H 0.2389

(9)
A single C2H4N2 molecule at a distorted geometry. Source: the OMol25 dataset; level of theory: the ωB97M-V functional and the def2-TZVPD basis.

Cartesian coordinates (Å):
C: 0.2007 -0.5586 -0.3421
C: -0.9068 0.3210 0.0045
N: 2.6151 0.2201 0.0361
N: 1.4747 -0.0902 0.0153
H: 0.2884 -1.6151 -0.1213
H: -1.0990 1.1408 -0.7695
H: -0.7673 0.8111 1.0406
H: -1.8058 -0.2291 0.1363

Summary:
Energy above the lowest of the compared OMol25 structures with the same formula, charge and spin   2.6215 eV
Orbital gap   0.326 Eh
Maximum force   6.13 eV Å⁻¹
Net charge   0
Highest occupied orbital energy   -8.18 eV

The computed Mulliken charges, all in e, follow:
1 C -0.1418
2 C -0.7705
3 N -0.4109
4 N 0.2862
5 H 0.2612
6 H 0.2152
7 H 0.2535
8 H 0.3071

(10)
A 2-piece molecular cluster, C2H4N2 overall at a distorted geometry. Source: the OMol25 dataset; level of theory: the ωB97M-V functional and the def2-TZVPD basis.

Cartesian coordinates (Å):
C: 1.6549 -0.3170 0.8886
C: -1.5617 0.0164 -0.5615
N: 1.9637 -1.2427 1.5124
N: 1.1890 0.4976 0.1113
H: -1.4055 0.0949 -1.5370
H: -1.1086 -0.8994 -0.0742
H: -2.3170 0.5352 -0.1913
H: 1.5852 1.3149 -0.1483

Summary:
Energy above the lowest of the compared OMol25 structures with the same formula, charge and spin   1.0190 eV
Orbital gap (alpha / beta)   0.345 / 0.299 Eh
<S²>   2.025
Maximum force   5.47 eV Å⁻¹
Multiplicity   3
Net charge   0
Highest occupied orbital energy (alpha / beta)   -8.57 / -10.74 eV

The computed Mulliken charges, all in e, follow:
1 C 0.4646
2 C -0.9386
3 N -0.3646
4 N -0.3166
5 H 0.3373
6 H 0.2405
7 H 0.3408
8 H 0.2366

(11)
A single C2H4N2O molecule at a distorted geometry. Source: the OMol25 dataset; level of theory: the ωB97M-V functional and the def2-TZVPD basis.

Cartesian coordinates (Å):
H: 2.6207 -0.0903 0.5596
N: 1.6979 -0.4444 0.3813
C: 0.6986 0.3269 0.1303
N: -0.3630 -0.4836 -0.0551
C: -1.6182 0.0351 -0.3433
O: -2.6416 -0.5727 -0.5295
H: 0.6522 1.4129 0.0663
H: 0.5396 -1.3340 0.1792
H: -1.5862 1.1500 -0.3888

Summary:
Energy above the lowest of the compared OMol25 structures with the same formula, charge and spin   1.9287 eV
Orbital gap   0.390 Eh
SMILES   [H]/N=C/NC=O
Maximum force   1.94 eV Å⁻¹
Net charge   0
Highest occupied orbital energy   -9.76 eV

The computed Mulliken charges, all in e, follow:
1 H 0.2128
2 N -0.5376
3 C -0.2637
4 N -0.2253
5 C 0.2591
6 O -0.5078
7 H 0.3023
8 H 0.6013
9 H 0.1588

(12)
A single C2H4N2O molecule at a distorted geometry. Source: the OMol25 dataset; level of theory: the ωB97M-V functional and the def2-TZVPD basis.

Cartesian coordinates (Å):
H: -1.5033 -2.3927 -0.6176
N: -1.2369 -1.4595 -0.2832
C: -0.1700 -1.1251 0.2526
N: 0.1533 0.4550 0.7749
C: 0.3359 1.3969 -0.2098
O: -0.0997 2.5276 -0.2073
H: 0.8120 -1.1424 0.6755
H: -0.3922 0.8096 1.5572
H: 0.9622 1.0114 -1.0388

Summary:
Energy above the lowest of the compared OMol25 structures with the same formula, charge and spin   2.5830 eV
Orbital gap   0.382 Eh
SMILES   [H]/N=C/NC=O
Maximum force   3.41 eV Å⁻¹
Net charge   0
Highest occupied orbital energy   -9.66 eV

The computed Mulliken charges, all in e, follow:
1 H 0.2893
2 N -0.4595
3 C -0.0259
4 N -0.3042
5 C 0.0607
6 O -0.5268
7 H 0.4173
8 H 0.2388
9 H 0.3105